No. 1
This record from OMol25 describes a structure of composition C54H64As3N3O2S2ScTe. The level of theory is ωB97M-V/def2-TZVPD.

Output
- LUMO (Eh) = -0.0844
- calculated total energy (eV) = -297780.4243
- energy relative to the best compared isomer or geometry (same formula, charge and spin) (kcal/mol) = 5.49
- charge = +1
- HOMO-LUMO gap (eV) = 7.5

XYZ file:
```
130
C54H64As3N3O2S2ScTe (ωB97M-V/def2-TZVPD)
Sc -0.841 -0.008 -0.457
C -0.420 3.010 2.027
As -1.624 1.500 1.764
C -1.665 0.826 3.583
C -3.288 2.558 1.637
C -4.695 1.922 1.639
C -5.675 3.106 1.710
C -4.998 1.170 0.335
As -3.794 -0.248 -0.326
C -4.748 -0.508 -2.006
C -4.455 -1.865 0.542
C -4.883 1.011 2.860
As -6.721 0.726 3.555
C -6.116 -0.267 5.134
C -7.275 -0.864 2.542
H -0.400 3.650 1.144
H 0.577 2.614 2.212
H -0.748 3.596 2.888
H -2.046 1.609 4.238
H -0.643 0.569 3.856
H -2.288 -0.062 3.654
H -3.177 3.151 0.721
H -3.230 3.264 2.473
H -5.430 3.847 0.947
H -5.632 3.591 2.686
H -6.705 2.782 1.548
H -5.017 1.891 -0.492
H -5.999 0.731 0.392
H -5.800 -0.692 -1.784
H -4.328 -1.362 -2.535
H -4.664 0.378 -2.634
H -5.545 -1.867 0.534
H -4.090 -1.957 1.564
H -4.081 -2.713 -0.032
H -4.382 1.470 3.719
H -4.405 0.040 2.697
H -5.734 0.419 5.888
H -5.339 -0.986 4.870
H -6.964 -0.804 5.557
H -7.461 -0.628 1.496
H -8.211 -1.215 2.975
H -6.533 -1.658 2.615
C 6.195 2.246 0.172
C 4.808 1.670 0.251
C 4.271 1.214 1.443
C 2.973 0.709 1.550
C 2.474 0.336 2.898
O 1.343 0.614 3.254
C 3.399 -0.386 3.829
C 3.125 -0.342 5.194
C 3.922 -1.036 6.089
C 4.992 -1.790 5.625
C 5.267 -1.844 4.265
C 4.477 -1.139 3.370
C 2.154 0.625 0.410
O 0.918 0.151 0.433
C 2.712 1.071 -0.805
C 3.990 1.596 -0.871
C 1.827 1.059 -1.994
N 1.281 0.012 -2.482
C 1.704 -1.304 -2.042
C 1.795 -2.237 -3.231
Te 3.335 -1.665 -4.611
C 4.801 -2.275 -3.211
C 5.150 -3.619 -3.109
C 6.012 -4.042 -2.107
C 6.531 -3.127 -1.201
C 6.195 -1.785 -1.306
C 5.335 -1.360 -2.311
C 1.580 2.382 -2.628
C 1.748 3.562 -1.905
C 1.570 4.791 -2.521
C 1.238 4.850 -3.866
C 1.072 3.676 -4.592
C 1.242 2.447 -3.978
H 6.757 2.040 1.081
H 6.165 3.328 0.036
H 6.747 1.829 -0.672
H 4.871 1.273 2.344
H 2.281 0.239 5.537
H 3.710 -0.991 7.148
H 5.616 -2.331 6.323
H 6.103 -2.429 3.903
H 4.694 -1.179 2.310
H 4.351 1.965 -1.826
H 0.947 -1.700 -1.352
H 2.657 -1.292 -1.496
H 0.851 -2.288 -3.772
H 2.075 -3.239 -2.905
H 4.752 -4.335 -3.817
H 6.287 -5.086 -2.040
H 7.206 -3.457 -0.424
H 6.604 -1.065 -0.609
H 5.079 -0.314 -2.392
H 2.033 3.516 -0.860
H 1.710 5.703 -1.955
H 1.119 5.809 -4.352
H 0.829 3.722 -5.646
H 1.144 1.523 -4.533
C -2.355 3.621 -2.703
C -2.777 3.069 -3.907
C -2.571 1.728 -4.146
C -1.956 0.927 -3.181
N -1.567 1.475 -2.010
C -1.750 2.783 -1.795
C -1.806 -0.539 -3.325
C -2.087 -1.156 -4.545
C -2.118 -2.537 -4.643
C -1.902 -3.302 -3.506
C -1.591 -2.675 -2.304
C -1.488 -1.286 -2.172
H -2.480 4.669 -2.478
H -3.266 3.684 -4.650
H -2.911 1.291 -5.072
H -1.382 3.167 -0.850
H -2.284 -0.573 -5.435
H -2.335 -3.008 -5.592
H -1.973 -4.381 -3.559
H -1.456 -3.297 -1.422
S -1.190 -2.250 1.162
C 0.317 -2.999 1.248
N 0.864 -3.686 0.259
C 2.209 -4.215 0.432
C 2.518 -4.130 1.932
S 1.313 -2.966 2.651
H 0.394 -3.723 -0.637
H 2.916 -3.628 -0.161
H 2.239 -5.247 0.085
H 3.516 -3.746 2.116
H 2.413 -5.093 2.427
```

---

No. 2
This record from OMol25 describes a structure of composition C6H16AlInO at a distorted geometry. The level of theory is ωB97M-V/def2-TZVPD.

Output
- LUMO (Eh) = -0.4555
- calculated total energy (eV) = -20276.5686
- charge = +2
- HOMO-LUMO gap (eV) = 4.9

XYZ file:
```
25
C6H16AlInO (ωB97M-V/def2-TZVPD)
C 3.073 -0.800 0.078
C 2.305 0.378 0.677
C 1.435 1.070 -0.373
C 0.118 1.642 0.125
C -0.672 0.717 1.022
C -2.065 0.627 0.793
In -2.244 -1.533 -0.427
O -2.171 -1.178 -2.390
H 3.999 -0.977 0.594
H 2.448 -1.682 0.097
H 3.281 -0.599 -0.962
H 1.721 -0.005 1.508
H 2.996 1.092 1.099
H 2.015 1.853 -0.831
H 1.210 0.346 -1.149
H 0.265 2.594 0.627
H -0.490 1.885 -0.742
H -0.200 -0.289 1.024
H -0.627 1.014 2.094
H -2.537 1.366 0.149
H -2.656 0.364 1.664
H -1.035 -2.581 0.187
H -3.923 -1.958 -0.020
H -1.700 -0.382 -2.636
Al -4.544 -2.965 -2.209
```

---

No. 3
This record from OMol25 describes a cluster of 7 separate species, C6H26O7 in total. The level of theory is ωB97M-V/def2-TZVPD.

Output
- LUMO (Eh) = 0.0196
- calculated total energy (eV) = -20975.0212
- structure (SMILES) = CC(C)O.CO.CO.CO.O.O.O
- energy relative to the best compared isomer or geometry (same formula, charge and spin) (kcal/mol) = 52.95
- HOMO-LUMO gap (eV) = 10.4

XYZ file:
```
39
C6H26O7 (ωB97M-V/def2-TZVPD)
C -0.698 -1.327 3.770
C -1.035 -0.875 2.375
C -2.491 -1.142 2.010
O -0.712 0.525 2.184
H -0.717 -2.418 3.824
H -1.472 -0.988 4.470
H 0.280 -0.985 4.104
H -0.429 -1.429 1.653
H -2.797 -2.161 2.248
H -2.605 -1.075 0.924
H -3.172 -0.415 2.456
H -0.965 1.019 2.970
C -0.371 -3.056 -0.991
O -1.675 -3.175 -0.422
H -0.458 -2.255 -1.722
H 0.422 -2.819 -0.282
H -0.121 -3.969 -1.541
H -1.659 -3.841 0.270
C 3.018 2.593 -1.149
O 2.357 2.015 -2.281
H 3.501 1.767 -0.636
H 3.741 3.339 -1.484
H 2.331 3.113 -0.473
H 2.225 2.644 -2.994
C -0.869 2.943 -0.849
O -1.239 2.899 0.517
H -1.541 3.622 -1.377
H 0.150 3.334 -0.941
H -0.878 1.971 -1.342
H -1.449 1.998 0.783
O 0.594 0.027 -0.388
H 1.103 0.841 -0.474
H 0.337 -0.004 0.543
O 2.569 -1.337 -1.756
H 1.780 -0.953 -1.337
H 3.059 -0.570 -2.068
O -0.383 0.167 -3.387
H 0.476 0.184 -2.950
H -0.208 -0.206 -4.255
```

---

No. 4
This record from OMol25 describes a structure of composition C27H30BLuN6O4S5 at a distorted geometry. The level of theory is ωB97M-V/def2-TZVPD.

Output
- LUMO (Eh) = -0.0241
- calculated total energy (eV) = -134096.3553
- energy relative to the best compared isomer or geometry (same formula, charge and spin) (kcal/mol) = 3.56
- HOMO-LUMO gap (eV) = 6.6

XYZ file:
```
74
C27H30BLuN6O4S5 (ωB97M-V/def2-TZVPD)
Lu -0.718 0.698 0.566
N 0.448 2.852 -0.198
C 0.216 4.062 0.597
C -1.213 4.047 1.111
N -1.522 2.787 1.796
C -1.184 2.736 3.228
C 0.217 2.206 3.476
N 0.346 0.886 2.849
H -0.003 2.960 -1.106
H 1.442 2.707 -0.364
H 0.938 4.078 1.413
H 0.377 4.973 0.013
H -1.398 4.914 1.755
H -1.885 4.116 0.252
H -2.516 2.601 1.714
H -1.309 3.719 3.697
H -1.899 2.054 3.693
H 0.980 2.848 3.036
H 0.408 2.179 4.554
H 1.328 0.643 2.721
H -0.098 0.174 3.422
O -4.059 -1.159 2.525
C -2.934 -0.903 2.151
O -2.472 0.243 1.789
C -1.887 -2.017 2.138
C -2.232 -3.271 2.687
C -1.275 -4.235 2.764
C 0.035 -3.958 2.308
C 1.086 -4.900 2.401
C 2.338 -4.581 1.964
C 2.591 -3.307 1.410
C 1.596 -2.377 1.301
C 0.292 -2.685 1.753
N -0.697 -1.731 1.658
H -3.245 -3.406 3.035
H -1.495 -5.210 3.183
H 0.879 -5.871 2.833
H 3.146 -5.295 2.046
H 3.589 -3.060 1.073
H 1.795 -1.396 0.882
O -1.852 2.583 -2.050
B -2.097 1.317 -1.409
O -3.034 0.634 -2.209
C -3.335 1.434 -3.279
C -4.196 1.184 -4.323
C -4.318 2.183 -5.289
C -3.601 3.371 -5.197
C -2.731 3.610 -4.132
C -2.622 2.615 -3.188
H -4.752 0.258 -4.382
H -4.986 2.030 -6.126
H -3.720 4.124 -5.963
H -2.170 4.531 -4.050
N -0.232 -2.028 -1.453
C -0.262 -2.360 -2.753
C 0.221 -1.281 -3.456
C 0.525 -0.332 -2.475
N 0.259 -0.790 -1.257
H -0.485 -2.591 -0.659
H -0.612 -3.326 -3.074
H 0.336 -1.191 -4.521
H 0.942 0.655 -2.592
C 3.585 -2.064 -2.470
S 4.311 -0.463 -2.051
C 4.644 -0.696 -0.347
C 4.008 -0.077 0.674
S 2.674 1.036 0.632
S 4.625 -0.480 2.258
C 5.860 -1.602 1.800
S 6.728 -2.495 2.871
S 5.966 -1.762 0.085
H 3.433 -2.061 -3.549
H 2.627 -2.201 -1.972
H 4.256 -2.884 -2.217
```